Below is a 4-piece molecular cluster, C29H48O6 overall at a distorted geometry, with properties calculated with ωB97M-V/def2-TZVPD.

Values from the calculation:
- SMILES string: C=CC1=CC(=O)c2c(c(CC)cc(COC)c2[C@H](C)CC)C1=O.CC(C)O.CC(C)O.CC(C)O
- Lowest unoccupied orbital energy: -0.6 eV
- Orbital gap: 0.293 Ha
- 2S+1: 1
- E_HOMO: -8.6 eV
- Charge: 0
- Electronic energy: -1585.04130 Ha

Cartesian coordinates (Å):
C (-4.055, -3.823, -1.508)
C (-4.071, -2.454, -1.733)
C (-2.814, -1.681, -1.243)
C (-2.055, -1.024, -2.161)
C (-0.824, -0.226, -1.655)
O (-0.579, 0.838, -2.184)
C (-0.038, -0.840, -0.463)
C (-0.868, -1.560, 0.530)
C (-0.292, -2.196, 1.727)
C (-1.153, -2.987, 2.742)
C (-1.681, -2.138, 3.968)
C (1.152, -2.033, 1.897)
C (1.985, -1.321, 0.913)
C (3.511, -1.234, 1.250)
O (4.344, -2.230, 0.642)
C (3.647, -3.441, 0.327)
C (1.431, -0.718, -0.313)
C (2.249, 0.016, -1.419)
C (3.588, -0.696, -1.845)
C (2.446, 1.569, -1.089)
C (2.291, 2.431, -2.424)
C (-2.412, -1.652, 0.278)
O (-3.243, -1.663, 1.152)
H (-4.188, -4.505, -2.381)
H (-3.847, -4.166, -0.467)
H (-4.924, -1.926, -2.235)
H (-2.287, -0.986, -3.247)
H (-2.047, -3.419, 2.211)
H (-0.611, -3.876, 3.166)
H (-1.055, -2.408, 4.864)
H (-2.735, -2.433, 4.220)
H (-1.664, -1.035, 3.807)
H (1.607, -2.499, 2.810)
H (3.597, -1.330, 2.375)
H (3.866, -0.188, 1.023)
H (4.444, -4.212, 0.115)
H (3.030, -3.857, 1.161)
H (3.089, -3.305, -0.635)
H (1.602, 0.007, -2.341)
H (4.401, -0.507, -1.090)
H (3.461, -1.789, -2.052)
H (3.965, -0.243, -2.806)
H (1.543, 1.841, -0.471)
H (3.407, 1.772, -0.556)
H (1.602, 1.943, -3.163)
H (1.793, 3.407, -2.155)
H (3.278, 2.623, -2.915)
C (7.486, 4.008, -3.907)
C (6.354, 3.092, -3.468)
C (6.658, 1.639, -3.800)
O (5.144, 3.486, -4.115)
H (7.633, 3.952, -4.990)
H (7.250, 5.048, -3.672)
H (8.423, 3.742, -3.414)
H (6.193, 3.197, -2.392)
H (6.777, 1.504, -4.879)
H (5.833, 0.995, -3.489)
H (7.570, 1.303, -3.303)
H (5.274, 3.398, -5.067)
C (-1.896, 2.634, 5.570)
C (-0.911, 1.651, 6.184)
C (0.277, 2.373, 6.802)
O (-0.450, 0.749, 5.179)
H (-1.422, 3.211, 4.770)
H (-2.738, 2.102, 5.121)
H (-2.281, 3.328, 6.320)
H (-1.415, 1.054, 6.947)
H (0.824, 2.942, 6.044)
H (0.981, 1.656, 7.230)
H (-0.044, 3.059, 7.589)
H (-0.001, 1.266, 4.498)
C (-9.090, 0.376, -2.305)
C (-8.108, -0.620, -1.706)
C (-6.910, 0.085, -1.090)
O (-7.661, -1.517, -2.723)
H (-8.617, 0.957, -3.102)
H (-9.939, -0.146, -2.752)
H (-9.465, 1.066, -1.546)
H (-8.612, -1.219, -0.945)
H (-6.363, 0.657, -1.847)
H (-6.210, -0.643, -0.674)
H (-7.218, 0.767, -0.295)
H (-7.214, -0.996, -3.402)

Mulliken atomic charge list, values in e, 2 entries: C -0.722; C -0.818